(1)
Density functional theory data (ωB97M-V with the def2-TZVPD basis set) for the molecule C5H8N2O4 in a non-equilibrium geometry.

ORCA input file:
```
! RIJCOSX wB97M-V def2-TZVPD def2/J DEFGRID3
* xyz 0 1
C -0.5412 0.2862 0.7755
C -0.4510 0.5882 -0.6552
C -0.7009 1.2923 1.6055
C 0.4264 -0.4102 -1.5192
C 2.5222 -0.2786 -0.2219
N 2.5227 -1.3146 0.5624
N 3.6649 0.6562 0.0369
O 4.4867 0.2196 0.7795
O 1.5631 -2.2434 0.2972
O 3.5697 1.7466 -0.4492
O 1.8253 -0.0297 -1.3142
H -0.4528 -0.7787 1.1849
H 2.0220 -2.9809 0.7046
H -1.3128 0.5074 -1.2715
H -0.1651 1.5952 -0.7403
H -0.8004 2.2435 1.2472
H -0.7045 1.3953 2.6891
H 0.0623 -1.4557 -1.1665
H 0.3169 -0.1804 -2.6184
*
```

E_tot in eV: -16477.81719
HOMO energy in Eh: -0.3496
F_max in eV Å⁻¹: 3.3
SMILES: C=CCCO/C(=N\O)[N+](=O)[O-]
Frontier orbital gap in eV: 9.40

(2)
Density functional theory data (ωB97M-V with the def2-TZVPD basis set) for a 2-piece molecular cluster, H11NSi4 overall in a non-equilibrium geometry.

ORCA input file:
```
! RIJCOSX wB97M-V def2-TZVPD def2/J DEFGRID3
* xyz 0 1
N 4.7973 -0.8451 0.2652
Si -2.5140 1.9046 0.6027
Si 3.2488 -1.2481 -0.1948
Si -2.6876 -0.0436 -0.5513
Si -0.8291 -1.3991 0.1967
H -0.0577 -1.6356 -1.0512
H 5.5386 -0.7728 -0.4083
H -1.3309 2.2358 -0.2045
H -2.5950 2.8289 1.6956
H -3.3590 2.6312 -0.3688
H 2.8363 -1.8097 -1.4653
H 2.0493 -1.1652 0.6346
H -3.3241 0.5142 -1.8553
H -3.6862 -0.9298 -0.1270
H -0.1719 -0.6680 1.2773
H -1.4076 -2.2751 1.3467
*
```

E_tot in eV: -33173.36502
HOMO energy in Eh: -0.3526
F_max in eV Å⁻¹: 3.3
SMILES: [SiH3][SiH2][SiH3].N=[SiH2]
Frontier orbital gap in eV: 9.28

(3)
Density functional theory data (ωB97M-V with the def2-TZVPD basis set) for a 2-piece molecular cluster, C6H10O overall.

ORCA input file:
```
! RIJCOSX wB97M-V def2-TZVPD def2/J DEFGRID3
* xyz 0 1
C 2.1078 0.3456 0.5320
C 0.8141 0.1602 0.3041
C -0.1031 -1.0193 0.3156
C -1.3578 -0.6985 1.0855
C -1.2099 -0.1601 -0.2984
C -0.2732 1.0530 -0.3128
O -0.6625 2.2392 0.3245
H 2.7510 -0.4626 0.8730
H 2.5680 1.3188 0.3761
H 0.9211 -0.9624 -2.3168
H 0.1697 -2.0414 0.0716
H -1.3287 -0.0535 1.9645
H -2.0565 -1.5261 1.1824
H 0.4779 -1.1086 -2.8964
H -1.8899 -0.4360 -1.0970
H -0.0035 1.3380 -1.3349
H -0.9246 2.0139 1.2269
*
```

E_tot in eV: -8428.38362
HOMO energy in Eh: -0.3374
F_max in eV Å⁻¹: 0.3
SMILES: C=C1[C@H]2C[C@H]2[C@H]1O.[H][H]
Frontier orbital gap in eV: 10.13

(4)
Density functional theory data (ωB97M-V with the def2-TZVPD basis set) for C36H39CsN4O2SSe2 as an isolated structure.

ORCA input file:
```
! RIJCOSX wB97M-V def2-TZVPD def2/J DEFGRID3
* xyz 0 1
Cs -0.6653 -0.7450 -0.2600
C 1.0377 -0.5429 4.6877
Se 0.2173 0.5158 3.2757
C 1.7205 1.7208 2.9762
C 2.9929 1.0635 2.4699
Se 2.9001 0.3335 0.6657
C 2.8777 2.0374 -0.2720
H 1.3980 0.1109 5.4795
H 1.8482 -1.1609 4.3091
H 0.2591 -1.1869 5.0914
H 1.9161 2.2344 3.9196
H 1.3491 2.4636 2.2689
H 3.2925 0.2351 3.1112
H 3.8134 1.7834 2.4717
H 3.7904 2.5910 -0.0632
H 2.0008 2.6193 0.0025
H 2.8236 1.8142 -1.3357
C -0.8745 0.6348 -5.2409
C -0.7359 2.0008 -5.4373
C -0.5275 2.8171 -4.3379
C -0.4552 2.2448 -3.0706
N -0.5746 0.9260 -2.8860
C -0.7869 0.1500 -3.9452
C -0.2730 3.0838 -1.8554
C 0.5235 4.2262 -1.8686
C 0.6756 4.9926 -0.7228
C 0.0302 4.6285 0.4532
C -0.7733 3.4933 0.4754
C -0.9219 2.7299 -0.6721
H -1.0500 -0.0421 -6.0652
H -0.8015 2.4255 -6.4308
H -0.4501 3.8897 -4.4517
H -0.8890 -0.9133 -3.7424
H 1.0498 4.5099 -2.7726
H 1.3039 5.8738 -0.7480
H 0.1456 5.2335 1.3438
H -1.3020 3.2033 1.3761
N -3.5613 0.4509 -0.9649
C -4.1421 0.5329 0.1935
S -3.2811 0.5942 1.6897
N -5.5359 0.5866 0.3667
C -6.5929 0.1006 -0.3952
C -6.5247 -0.3776 -1.7084
C -7.6537 -0.9189 -2.3202
C -8.8696 -0.9832 -1.6686
C -8.9516 -0.4848 -0.3701
C -7.8414 0.0433 0.2505
H -1.5865 1.8711 -0.6618
H -4.2227 0.6180 -1.7142
H -5.7574 0.7169 1.3424
H -5.6129 -0.3503 -2.2840
H -7.5621 -1.2881 -3.3342
H -9.7392 -1.4006 -2.1572
H -9.8924 -0.5139 0.1652
H -7.9155 0.4130 1.2667
C -2.1388 -2.6015 3.0183
O -2.8968 -2.8624 1.8481
C -4.2209 -3.0762 2.0043
C -4.8328 -3.3617 3.2187
C -6.2057 -3.5637 3.2808
C -6.9871 -3.4834 2.1409
C -6.3820 -3.2006 0.9250
C -5.0127 -3.0086 0.8498
N -4.4575 -2.5709 -0.3816
C -3.3667 -2.9445 -1.0267
C -2.5621 -4.0649 -0.8978
C -2.8950 -5.2252 -0.1333
C -2.1057 -6.3257 -0.1609
C -0.9206 -6.3173 -0.9590
C -0.5502 -5.2389 -1.6913
C -1.3309 -4.0200 -1.6827
O -0.9469 -2.9864 -2.2749
H -1.1373 -2.3445 2.6796
H -2.0811 -3.4866 3.6571
H -2.5620 -1.7554 3.5641
H -4.2463 -3.4071 4.1243
H -6.6629 -3.7765 4.2384
H -8.0573 -3.6288 2.1926
H -6.9705 -3.1045 0.0198
H -4.8821 -1.7275 -0.7441
H -3.0779 -2.2436 -1.8046
H -3.8071 -5.2317 0.4497
H -2.3707 -7.2098 0.4023
H -0.2998 -7.2061 -0.9755
H 0.3526 -5.2394 -2.2883
*
```

E_tot in eV: -190097.08491
HOMO energy in Eh: -0.2602
F_max in eV Å⁻¹: 0.3
Frontier orbital gap in eV: 7.05